[1]
Entry from OMol25: a cluster of 3 separate species, H7O3 in total (ωB97M-V/def2-TZVPD).

Properties
HOMO	-17.4729	eV
Kohn-Sham gap	13.8	eV
lowest unoccupied orbital energy	-3.7	eV
charge	+1

Each line ends with the Löwdin charge.
Atoms and positions in Å:
O: 1.333927 -0.612151 -1.341912  -0.036
H: 2.336629 -0.628104 -1.051327  0.172
H: 1.378705 -1.274629 -2.076601  0.124
O: -1.316617 -0.142178 1.438195  0.035
H: -1.830556 -1.027525 1.294862  0.189
H: -1.901275 0.321588 1.994435  0.074
O: 0.147446 0.983078 0.071466  0.172
H: -0.467849 0.733152 0.859799  0.046
H: 0.514380 0.187135 -0.477339  0.057
H: -0.194791 1.459631 -0.711577  0.168

Atoms 1-6, force components in eV/Å:
O 3.88 -1.37 -0.39
H -2.86 0.34 -0.53
H -0.73 0.77 0.72
O -1.67 -3.63 0.06
H 1.73 2.17 0.01
H -1.24 1.10 1.50

---

[2]
Entry from OMol25: a cluster of 5 separate species, C30H52NO12 in total (ωB97M-V/def2-TZVPD).

Properties
HOMO	-11.4992	eV
Kohn-Sham gap	6.6	eV
lowest unoccupied orbital energy	-4.9	eV
charge	+1

Each line ends with the Löwdin charge.
Atoms and positions in Å:
C: -2.045058 0.836960 -5.575363  -0.113
C: -2.721560 0.650193 -4.159015  -0.228
C: -1.867774 -0.241333 -3.147999  -0.184
C: -0.899495 0.603431 -2.230220  -0.254
C: 0.520742 0.800720 -2.970473  -0.029
C: -0.547972 -0.117386 -0.873999  -0.101
C: 0.301630 0.656248 0.072077  0.079
C: 0.682230 0.056842 1.349280  -0.062
C: 1.540219 0.940853 2.318755  -0.407
O: 2.424582 0.471220 2.976075  0.182
O: 1.262288 2.308193 2.364694  -0.034
C: 0.180735 2.582816 3.313958  -0.092
C: -1.239284 2.291183 2.701409  -0.177
O: -2.320713 2.897269 3.426865  -0.047
C: -3.461976 2.144185 3.060017  -0.305
O: -4.387292 2.584678 2.416404  0.103
C: 0.215767 -1.314468 1.662812  0.043
C: -0.605372 -1.977286 0.663028  0.026
N: -0.971066 -1.381226 -0.546941  0.151
H: -0.930649 0.971915 -5.542696  0.059
H: -2.265014 0.007940 -6.302099  0.082
H: -2.455722 1.797496 -6.009791  0.083
H: -2.938663 1.669251 -3.725697  0.109
H: -3.733452 0.186731 -4.347054  0.112
H: -2.638016 -0.805330 -2.532621  0.106
H: -1.276048 -0.998535 -3.735815  0.128
H: -1.338744 1.617929 -2.005689  0.151
H: 0.890835 1.839907 -2.783109  0.079
H: 1.249941 0.085570 -2.480295  0.092
H: 0.486888 0.510431 -4.047918  0.079
H: 0.613703 1.692419 -0.211980  0.148
H: 0.222462 3.666576 3.593788  0.149
H: 0.418302 1.982441 4.232806  0.148
H: -1.222603 2.527458 1.602456  0.139
H: -1.394435 1.164205 2.770380  0.118
H: -3.485084 1.044654 3.337809  0.164
H: 0.508953 -1.748238 2.644405  0.143
H: -0.982053 -3.004171 0.921415  0.156
H: -1.573043 -1.915781 -1.186823  0.168
O: 3.834643 -5.503049 -0.277748  0.104
C: 4.083437 -4.430503 0.204399  -0.506
O: 3.355089 -3.360569 -0.169554  0.001
C: 3.382841 -2.088757 0.479051  -0.242
C: 4.474098 -1.201863 -0.084444  -0.046
C: 5.246155 -4.236240 1.139542  0.023
H: 3.454573 -2.200638 1.563353  0.117
H: 2.412264 -1.634404 0.280244  0.085
H: 5.463969 -1.626616 0.087365  0.075
H: 4.438907 -0.211050 0.373289  0.078
H: 4.357235 -1.094631 -1.165117  0.088
H: 6.139718 -4.001102 0.561241  0.101
H: 5.409694 -5.167826 1.681837  0.097
H: 5.076151 -3.469800 1.894105  0.076
O: 3.379848 2.448721 -3.677240  0.086
C: 3.580093 3.546567 -3.217973  -0.532
O: 2.822282 4.584789 -3.610537  -0.003
C: 2.826557 5.871110 -2.973541  -0.231
C: 3.900172 6.767072 -3.555095  -0.060
C: 4.733421 3.801525 -2.283986  0.014
H: 2.907079 5.773823 -1.888894  0.111
H: 1.847250 6.310003 -3.171179  0.123
H: 4.898055 6.359977 -3.384339  0.070
H: 3.852284 7.762244 -3.110260  0.086
H: 3.774628 6.858666 -4.635568  0.088
H: 5.619166 4.057399 -2.865048  0.101
H: 4.929778 2.887248 -1.722557  0.086
H: 4.533822 4.576042 -1.545630  0.074
O: -7.815319 2.442892 8.789579  0.116
C: -6.905723 2.616647 8.023937  -0.528
O: -6.833566 3.758651 7.311587  0.001
C: -5.689770 4.157422 6.549328  -0.228
C: -5.740582 3.587935 5.146153  -0.068
C: -5.888851 1.534974 7.765197  0.005
H: -4.762396 3.905805 7.068277  0.113
H: -5.725658 5.246687 6.495520  0.126
H: -5.716181 2.496228 5.148666  0.065
H: -4.903897 3.948627 4.547023  0.064
H: -6.670571 3.880311 4.654844  0.094
H: -6.239536 0.895736 6.954804  0.093
H: -5.787041 0.936111 8.670721  0.092
H: -4.894354 1.916325 7.538125  0.067
O: -0.159948 -5.987467 -0.396373  0.075
C: 0.147496 -6.348769 -1.508991  -0.523
O: -0.803104 -6.789571 -2.353216  -0.007
C: -0.588126 -7.027990 -3.750657  -0.236
C: -0.081395 -8.434047 -3.995199  -0.062
C: 1.588642 -6.408658 -1.939269  0.011
H: 0.065163 -6.268317 -4.184420  0.110
H: -1.560725 -6.908559 -4.231362  0.121
H: 0.889054 -8.597620 -3.524291  0.069
H: 0.016623 -8.626447 -5.064916  0.084
H: -0.769798 -9.165831 -3.568103  0.086
H: 2.005599 -7.382787 -1.684961  0.106
H: 2.139118 -5.638419 -1.401257  0.050
H: 1.733448 -6.203964 -2.999297  0.078

Atoms 1-6, force components in eV/Å:
C -0.14 0.76 -0.15
C 0.21 -0.13 -0.53
C -0.92 0.19 0.06
C 0.45 -1.15 -0.44
C 0.08 -0.44 1.10
C 0.77 1.73 0.72

---

[3]
Entry from OMol25: a structure of composition C14H33AlN4O5 (ωB97M-V/def2-TZVPD).

Properties
HOMO	-14.4199	eV
Kohn-Sham gap	3.0	eV
lowest unoccupied orbital energy	-11.5	eV
charge	+2

Each line ends with the Löwdin charge.
Atoms and positions in Å:
Al: -3.342709 -1.681779 -0.301570  1.036
C: 0.079919 -0.436275 0.833460  -0.054
C: -1.285890 0.276559 0.795558  -0.260
O: -2.146241 -0.154773 -0.287569  -0.351
H: 0.695979 -0.110718 1.671670  0.131
H: 0.729527 -0.126787 0.014712  -0.009
H: -0.029159 -1.520758 0.823824  0.064
H: -1.104431 1.334846 0.607967  0.054
H: -1.638569 0.265945 1.826875  0.154
C: -1.662609 2.474699 -3.583026  -0.230
O: -2.424826 3.319375 -4.113201  0.096
N: -1.873504 1.826640 -2.398587  -0.079
C: -0.763609 1.004153 -1.819296  0.021
C: -3.085647 2.073778 -1.656764  0.007
H: -0.713155 2.154787 -4.039541  0.148
H: -0.464047 1.391598 -0.845507  0.046
H: 0.116489 0.831629 -2.438774  0.128
H: -1.356370 0.094882 -1.719478  0.101
H: -3.543512 1.112484 -1.423601  0.068
H: -2.817320 2.673241 -0.786856  0.111
H: -3.914592 2.551226 -2.179262  0.121
C: -1.561171 -3.438883 1.338598  -0.219
O: -2.327020 -2.768993 0.744737  -0.013
N: -0.316624 -3.828416 0.905773  -0.099
C: 0.289361 -3.356884 -0.342217  -0.071
C: 0.657004 -4.433166 1.868410  0.041
H: -1.704217 -3.883118 2.335797  0.178
H: 0.184656 -4.047426 -1.179046  0.143
H: 1.321960 -3.035722 -0.205554  0.049
H: -0.218889 -2.502456 -0.789147  0.078
H: 1.519404 -3.766849 1.888122  0.098
H: 0.271662 -4.600337 2.874222  0.112
H: 0.908239 -5.304419 1.263527  0.117
C: 3.316101 -1.547931 -2.359791  -0.258
O: 2.564731 -1.703079 -3.329971  0.040
N: 2.937113 -1.431556 -1.045511  -0.156
C: 1.635048 -1.420913 -0.653485  -0.179
C: 3.984053 -1.686546 -0.073135  -0.022
H: 4.388518 -1.317989 -2.455926  0.147
H: 1.029777 -1.880714 -1.434730  0.110
H: 1.267449 -0.405352 -0.506572  0.048
H: 1.588530 -2.067212 0.223001  0.069
H: 4.148332 -2.757689 0.044268  0.101
H: 4.955769 -1.347077 -0.431794  0.099
H: 3.836871 -1.263496 0.920571  0.101
C: -0.930238 4.714385 0.698645  -0.289
O: -1.363914 5.838863 1.012930  0.042
N: -0.393441 3.915678 1.659845  -0.122
C: 0.256909 2.655427 1.216832  -0.070
C: -0.481908 4.059327 3.118935  -0.025
H: -1.106572 4.319541 -0.313876  0.128
H: 1.303560 2.585973 1.513165  0.116
H: 0.421536 2.403027 0.169313  0.082
H: -0.232566 1.747486 1.569185  0.033
H: -1.429226 4.433127 3.507481  0.102
H: -0.532815 3.154964 3.725264  0.086
H: 0.356293 4.613669 3.541101  0.104

Atoms 1-6, force components in eV/Å:
Al 1.94 1.38 0.80
C -3.21 1.72 2.16
C 0.30 -1.38 -0.18
O -1.57 -2.30 2.27
H -0.31 -0.24 0.53
H -5.13 2.34 4.09

---

Asked for energy relative to the best compared isomer or geometry (same formula, charge and spin) across the records above, the calculation gives 22.9, 0.0, 146.4 kcal per mole in order.
Asked for F_max across the records above, the calculation gives 4.14, 2.95, 9.99 eV/Å in order.
Asked for E_tot across the records above, the calculation gives -229.62553, -2131.62255, -1389.80115 hartree in order.